Record 1
Here is a molecular structure, C18H35NP2RuS2 from the OMol25 dataset. Energies are from ωB97M-V with the def2-TZVPD basis set.

The geometry in XYZ format:
```
59
Properties=species:S:1:pos:R:3
Ru 0.28 -0.16 0.64
S -0.74 -1.42 2.37
S 1.96 1.27 -0.21
C -0.13 -0.54 3.86
C 0.45 -2.80 2.42
C 1.88 -2.39 2.14
N 1.94 -1.62 0.87
C 3.28 -1.01 0.70
C 3.25 0.00 -0.43
H 0.09 -3.53 1.67
H 0.35 -3.24 3.42
H 2.53 -3.27 2.06
H 2.28 -1.75 2.94
H 4.02 -1.80 0.49
H 3.56 -0.53 1.65
H 3.05 -0.48 -1.40
H 4.20 0.55 -0.49
C 2.67 2.22 1.18
H 1.77 -2.26 0.10
H 2.58 1.68 2.13
H 2.10 3.16 1.21
H 3.72 2.43 0.94
H -0.93 0.15 4.17
H 0.80 0.01 3.68
H 0.02 -1.29 4.64
C -0.03 -4.34 -2.87
C -1.20 -3.81 -3.27
H 0.01 -5.13 -2.11
H 0.93 -4.05 -3.33
H -2.15 -4.17 -2.87
H -1.24 -3.03 -4.04
C -2.30 -1.14 -1.39
P -0.74 -0.23 -1.35
C 0.30 -0.65 -2.75
C -1.22 1.54 -1.70
C -1.40 2.13 -2.95
C -1.64 3.51 -3.04
C -1.71 4.29 -1.89
C -1.61 3.69 -0.63
C -1.34 2.33 -0.55
P -1.16 1.42 1.05
C -0.75 2.65 2.31
C -2.91 1.04 1.39
H -2.07 -2.19 -1.20
H -2.77 -1.02 -2.38
H -2.98 -0.75 -0.63
H -0.16 -0.29 -3.67
H 1.26 -0.14 -2.61
H 0.44 -1.74 -2.81
H -1.37 1.52 -3.86
H -1.76 3.98 -4.01
H -1.87 5.37 -1.95
H -1.73 4.27 0.29
H -0.55 2.11 3.25
H 0.15 3.21 2.02
H -1.59 3.34 2.44
H -3.04 0.88 2.47
H -3.51 1.90 1.06
H -3.25 0.15 0.85
```

Properties
- Lowest unoccupied orbital energy (alpha / beta): -9.65 / -13.94 eV
- HOMO (alpha / beta): -14.90 / -17.33 eV
- Charge: +3
- Multiplicity: 6
- ⟨S²⟩: 8.78
- Electronic energy: -2334.41776 a.u.

Record 2
Here is a molecular structure, C24H23N5O3PSe2W from the OMol25 dataset. Energies are from ωB97M-V with the def2-TZVPD basis set.

The geometry in XYZ format:
```
59
Properties=species:S:1:pos:R:3
W -1.30 -0.36 0.53
Se -2.19 -2.21 -0.57
P 0.79 -0.58 -1.35
Se -0.83 0.94 -1.68
C 2.41 0.27 -1.23
C 2.59 1.62 -1.53
C 3.87 2.16 -1.51
C 4.95 1.37 -1.17
C 4.77 0.02 -0.86
C 3.50 -0.52 -0.88
C 0.88 -1.44 -2.97
C 0.61 -0.74 -4.15
C 0.72 -1.40 -5.36
C 1.09 -2.73 -5.40
C 1.35 -3.42 -4.23
C 1.23 -2.78 -3.01
H 1.75 2.24 -1.81
H 4.01 3.20 -1.77
H 5.95 1.79 -1.14
H 5.62 -0.59 -0.60
H 3.36 -1.57 -0.65
H 0.30 0.30 -4.10
H 0.50 -0.85 -6.26
H 1.17 -3.23 -6.35
H 1.62 -4.47 -4.26
H 1.38 -3.34 -2.09
C -2.94 -0.51 4.41
C -1.85 -0.62 3.39
O -2.24 -0.56 2.10
C -0.48 -0.76 3.69
C -0.01 -0.64 5.02
C 1.32 -0.81 5.35
C 2.25 -1.13 4.36
C 1.85 -1.24 3.04
C 0.53 -1.04 2.69
O 0.16 -1.12 1.37
H -3.89 -0.38 3.89
H -2.78 0.34 5.08
H -2.99 -1.41 5.02
H -0.72 -0.41 5.80
H 1.65 -0.68 6.37
H 3.29 -1.28 4.62
H 2.56 -1.47 2.26
C -4.25 2.82 -1.44
N -4.95 1.59 -1.13
C -4.42 0.62 -0.39
N -5.15 -0.46 -0.09
O -3.23 0.74 0.06
H -4.96 3.64 -1.40
H -3.80 2.77 -2.43
H -3.47 2.97 -0.69
H -5.85 1.45 -1.56
H -6.06 -0.61 -0.51
H -4.69 -1.29 0.28
N 2.44 4.85 0.36
C 1.79 4.05 0.86
N 1.10 3.14 1.46
C 0.24 2.30 1.29
N -0.58 1.43 1.25
```

Properties
- Lowest unoccupied orbital energy (alpha / beta): -5.18 / -5.18 eV
- HOMO (alpha / beta): -10.65 / -10.65 eV
- Charge: +1
- Electronic energy: -6639.00702 a.u.

Record 3
Here is 2 unconnected molecules or ions with the total composition C5H8S from the OMol25 dataset. Energies are from ωB97M-V with the def2-TZVPD basis set.

The geometry in XYZ format:
```
14
Properties=species:S:1:pos:R:3
C 1.03 1.04 0.09
C 2.03 0.38 0.00
C -2.47 0.35 0.64
C -2.04 0.91 -0.65
C 2.81 -0.90 -0.10
S -1.82 -0.97 -0.59
H 0.35 1.86 0.05
H -0.36 -0.85 -0.46
H -1.89 0.41 1.53
H -3.58 0.10 0.92
H -3.07 1.19 -1.21
H 3.87 -0.69 0.05
H 2.47 -1.47 0.84
H 2.65 -1.37 -1.11
```

Properties
- Lowest unoccupied orbital energy: 0.52 eV
- HOMO: -7.88 eV
- Electronic energy: -593.26852 a.u.
- Relative energy (zero: lowest compared OMol25 entry of this formula, charge and spin): 137.87 kcal per mole

Record 4
Here is 14 unconnected molecules or ions with the total composition C38H106N2O14 from the OMol25 dataset. Energies are from ωB97M-V with the def2-TZVPD basis set.

The geometry in XYZ format:
```
160
Properties=species:S:1:pos:R:3
C 5.80 -2.81 -1.22
C 4.85 -2.45 -0.11
O 5.57 -1.78 0.97
H 5.32 -3.37 -2.02
H 6.62 -3.41 -0.81
H 6.21 -1.93 -1.69
H 4.37 -3.35 0.26
H 4.14 -1.73 -0.47
H 6.07 -2.45 1.47
C 1.29 -2.28 4.20
C 2.02 -1.84 2.95
O 1.86 -2.81 1.91
H 1.61 -3.27 4.52
H 0.22 -2.41 4.05
H 1.48 -1.59 5.01
H 3.08 -1.69 3.16
H 1.67 -0.84 2.59
H 1.46 -2.37 1.14
C -1.72 -4.36 1.75
C -0.72 -5.19 2.54
O 0.64 -5.18 2.00
H -1.50 -3.30 1.84
H -2.78 -4.58 1.90
H -1.61 -4.64 0.69
H -1.05 -6.22 2.47
H -0.69 -4.86 3.59
H 1.01 -4.28 2.16
C -1.17 2.89 -4.15
C -2.37 1.97 -4.01
O -1.88 0.62 -4.27
H -1.53 3.91 -4.07
H -0.76 2.75 -5.15
H -0.49 2.70 -3.30
H -3.13 2.19 -4.75
H -2.93 1.95 -3.07
H -2.69 0.05 -4.23
C 4.63 1.35 -0.40
C 3.78 1.19 0.84
O 4.45 1.18 2.08
H 5.31 0.51 -0.43
H 5.20 2.27 -0.26
H 4.13 1.34 -1.36
H 3.16 0.30 0.73
H 3.05 2.00 0.96
H 5.04 0.40 2.15
C -3.68 -0.65 -1.65
C -3.97 -1.71 -2.73
O -4.21 -0.96 -3.97
H -2.79 -0.12 -1.94
H -3.52 -1.14 -0.67
H -4.54 0.01 -1.55
H -4.86 -2.33 -2.51
H -3.09 -2.38 -2.86
H -4.47 -1.63 -4.59
C 2.86 1.40 -4.06
C 3.49 2.57 -4.82
C 2.61 3.05 -5.97
O 3.80 3.62 -3.94
H 3.55 0.95 -3.36
H 2.51 0.61 -4.73
H 2.01 1.80 -3.51
H 4.49 2.28 -5.14
H 2.37 2.19 -6.58
H 3.16 3.80 -6.52
H 1.75 3.57 -5.55
H 3.01 4.00 -3.54
C 1.10 4.24 -1.15
C 1.39 5.54 -1.85
C 2.77 6.12 -1.48
O 1.38 5.24 -3.24
H 0.22 3.75 -1.56
H 0.96 4.44 -0.11
H 1.94 3.55 -1.28
H 0.55 6.24 -1.71
H 3.52 5.33 -1.54
H 2.74 6.45 -0.44
H 2.99 7.02 -2.09
H 1.34 6.10 -3.71
C -3.07 4.05 3.52
C -2.97 2.88 2.58
C -2.26 3.35 1.31
O -2.36 1.74 3.13
H -3.59 3.85 4.45
H -3.43 4.92 2.99
H -2.03 4.31 3.82
H -4.03 2.59 2.39
H -2.71 4.30 0.98
H -2.19 2.57 0.56
H -1.22 3.57 1.59
H -1.46 1.91 3.43
C -1.48 -2.07 -6.38
C -0.04 -1.82 -6.02
C 0.59 -0.75 -6.94
O 0.06 -1.47 -4.67
H -2.06 -1.13 -6.28
H -1.90 -2.81 -5.71
H -1.67 -2.43 -7.40
H 0.50 -2.77 -6.06
H -0.01 0.17 -6.84
H 0.55 -1.09 -7.99
H 1.59 -0.56 -6.54
H -0.48 -0.66 -4.42
C -0.49 -0.14 1.09
C 0.07 -0.63 -0.29
C 0.07 0.53 -1.31
O 1.36 -1.14 -0.19
H -0.34 -0.91 1.86
H -1.58 0.06 0.95
H 0.07 0.75 1.38
H -0.61 -1.44 -0.66
H -0.96 0.89 -1.40
H 0.36 0.23 -2.32
H 0.70 1.35 -0.97
H 1.55 -1.68 -0.99
C 2.01 -4.78 -1.51
C 1.21 -3.98 -2.50
C -0.29 -4.04 -2.28
O 1.66 -2.60 -2.43
H 1.64 -5.79 -1.45
H 1.86 -4.39 -0.51
H 3.06 -4.69 -1.79
H 1.50 -4.30 -3.53
H -0.80 -3.46 -3.05
H -0.55 -3.67 -1.28
H -0.63 -5.07 -2.33
H 1.31 -2.22 -3.29
C -4.28 -1.28 2.28
C -4.50 -1.28 3.79
C -4.81 -2.72 4.34
O -5.70 -3.50 3.57
C -7.00 -3.11 3.77
N -3.34 -0.98 4.65
H -5.10 -1.84 1.80
H -3.33 -1.79 2.06
H -4.37 -0.29 1.84
H -5.32 -0.58 4.04
H -5.20 -2.60 5.38
H -3.87 -3.27 4.35
H -7.41 -3.46 4.73
H -7.67 -3.57 3.04
H -7.19 -2.04 3.68
H -2.54 -1.44 4.20
H -3.12 0.02 4.63
C 0.61 1.59 8.02
C 0.51 2.22 6.62
C 0.53 1.21 5.49
O 0.23 1.96 4.23
C 1.39 2.42 3.60
N -0.66 3.07 6.53
H -0.28 1.03 8.26
H 0.64 2.42 8.71
H 1.50 0.95 8.08
H 1.37 2.87 6.45
H -0.32 0.53 5.59
H 1.48 0.68 5.31
H 1.97 3.15 4.17
H 1.08 2.87 2.67
H 2.17 1.72 3.27
H -1.50 2.51 6.75
H -0.85 3.44 5.60
```

Properties
- Lowest unoccupied orbital energy: 0.45 eV
- HOMO: -9.15 eV
- Electronic energy: -2674.19653 a.u.
- Relative energy (zero: lowest compared OMol25 entry of this formula, charge and spin): 0.00 kcal per mole

Record 5
Here is 2 unconnected molecules or ions with the total composition C3H5PS from the OMol25 dataset. Energies are from ωB97M-V with the def2-TZVPD basis set.

The geometry in XYZ format:
```
10
Properties=species:S:1:pos:R:3
C 1.51 0.03 3.00
C -0.09 -0.11 -1.96
C -1.44 0.21 -2.29
P 1.35 -1.50 2.39
S 0.80 -0.69 -0.74
H 1.78 0.46 4.07
H 1.34 1.00 2.55
H -2.05 -0.11 -1.43
H -1.36 1.21 -2.65
H -1.85 -0.50 -2.95
```

Properties
- Lowest unoccupied orbital energy (alpha / beta): -0.18 / -0.63 eV
- HOMO (alpha / beta): -7.92 / -7.44 eV
- Electronic energy: -856.65444 a.u.
- Relative energy (zero: lowest compared OMol25 entry of this formula, charge and spin): 101.63 kcal per mole

Record 6
Here is 2 unconnected molecules or ions with the total composition CClO2S from the OMol25 dataset. Energies are from ωB97M-V with the def2-TZVPD basis set.

The geometry in XYZ format:
```
5
Properties=species:S:1:pos:R:3
C 0.95 0.27 0.81
O 0.94 -0.56 1.61
O 1.10 1.15 0.11
S -1.74 0.34 -1.89
Cl -1.25 -1.21 -0.64
```

Properties
- Lowest unoccupied orbital energy: 3.51 eV
- HOMO: -2.70 eV
- Charge: -1
- Electronic energy: -1047.05143 a.u.
- Relative energy (zero: lowest compared OMol25 entry of this formula, charge and spin): 2.59 kcal per mole

Record 7
Here is a gas-phase ion, C10H11BrN2O3PS3 (charge +1) from the OMol25 dataset. Energies are from ωB97M-V with the def2-TZVPD basis set.

The geometry in XYZ format:
```
31
Properties=species:S:1:pos:R:3
C 1.16 -3.15 3.48
C 0.47 -3.04 2.35
C -0.51 -2.71 1.09
C -0.01 -1.31 0.47
N -0.74 -0.45 -0.25
C -2.18 -0.48 -0.70
O -3.09 -1.12 0.22
O -3.43 -2.36 -0.24
C 0.02 0.78 -0.75
C -0.20 2.14 0.11
C -0.20 1.93 1.71
O -1.26 1.52 2.29
Br 1.44 2.27 2.83
N -0.35 0.84 -2.23
C -0.26 2.08 -2.69
S -0.39 3.64 -3.27
C 1.58 0.29 -0.87
P 2.91 1.56 -1.34
S 4.02 1.86 0.24
S 1.77 -0.72 0.69
H 1.64 -2.88 4.50
H -1.58 -2.70 1.52
H -0.31 -3.52 0.30
H -2.31 -0.93 -1.75
H -2.52 0.63 -0.78
H -2.65 -2.80 -0.65
H -1.24 2.59 -0.16
H 0.62 2.89 -0.20
H 1.57 -0.52 -1.71
H 2.30 2.75 -1.87
H 3.75 0.91 -2.34
```

Properties
- Lowest unoccupied orbital energy: -4.76 eV
- HOMO: -12.00 eV
- Charge: +1
- Electronic energy: -4832.18744 a.u.
- Relative energy (zero: lowest compared OMol25 entry of this formula, charge and spin): 115.24 kcal per mole

Record 8
Here is a molecular structure, C12H27N3O3 from the OMol25 dataset. Energies are from ωB97M-V with the def2-TZVPD basis set.

The geometry in XYZ format:
```
45
Properties=species:S:1:pos:R:3
C -1.20 -1.47 1.82
C -2.65 -1.80 1.65
C -3.31 -1.17 -0.81
C -3.63 0.01 -1.73
C -1.84 1.32 -1.03
C -1.59 2.31 0.38
C 0.39 2.07 1.48
C 2.00 1.56 1.65
C 2.10 0.61 -1.38
C 3.57 0.31 -1.34
C 3.25 -1.84 -0.67
C 1.75 -1.56 -0.50
H -0.64 -1.70 0.56
H -0.75 -2.07 2.53
H -1.40 -0.48 2.28
H -3.24 -1.83 2.59
H -2.67 -2.85 1.22
H -3.79 -2.26 -1.13
H -2.20 -1.35 -1.37
H -3.19 -0.02 -2.73
H -4.82 0.03 -1.66
H -1.56 2.01 -2.25
H -1.02 0.14 -1.07
H -1.97 2.03 1.45
H -2.37 3.27 -0.04
H -0.06 1.10 1.33
H 0.04 2.84 2.13
H 2.55 2.45 1.25
H 2.33 1.70 2.81
H 0.95 -0.29 1.68
H 1.71 1.59 -1.30
H 1.53 0.22 -2.18
H 3.94 1.35 -1.31
H 4.03 -0.03 -2.21
H 3.37 -0.34 0.69
H 3.64 -2.57 0.04
H 3.36 -2.21 -1.86
H 1.17 -1.67 -1.50
H 1.29 -2.10 0.41
N 2.08 0.26 1.20
N 1.54 -0.01 -0.24
N 4.13 -0.55 -0.30
O -3.48 -0.97 0.55
O -3.30 1.30 -1.23
O -0.08 2.63 0.15
```

Properties
- Lowest unoccupied orbital energy: 0.54 eV
- HOMO: -7.83 eV
- Electronic energy: -862.77854 a.u.
- Relative energy (zero: lowest compared OMol25 entry of this formula, charge and spin): 360.06 kcal per mole

Record 9
Here is a molecular structure, C8H16BBrNO3 from the OMol25 dataset. Energies are from ωB97M-V with the def2-TZVPD basis set.

The geometry in XYZ format:
```
30
Properties=species:S:1:pos:R:3
B 0.15 -0.29 1.19
C 0.52 -0.82 -0.37
C -0.72 1.91 1.26
C -2.36 0.61 0.58
C -1.11 0.47 1.51
C -1.84 2.10 0.14
C -0.90 0.34 -3.51
C 0.06 -0.58 -2.80
C 2.26 -1.20 2.41
N 2.85 -2.09 1.35
O 1.23 -1.82 -0.61
O 1.07 -0.45 2.09
O -0.02 -0.24 -1.40
Br -3.17 3.45 0.37
H -1.00 2.37 2.24
H 0.28 2.47 1.07
H -2.34 -0.12 -0.26
H -3.34 0.61 1.14
H -1.46 0.46 2.53
H -1.31 2.27 -0.86
H -1.88 -0.24 -3.80
H -1.25 1.10 -2.91
H -0.63 0.83 -4.44
H 1.08 -0.40 -3.21
H -0.11 -1.77 -2.86
H 2.02 -1.67 3.29
H 3.20 -0.53 2.70
H 3.82 -1.84 1.29
H 2.09 -1.93 0.31
H 2.79 -3.00 1.55
```

Properties
- Lowest unoccupied orbital energy: -3.49 eV
- HOMO: -12.38 eV
- Charge: +1
- Electronic energy: -3193.46755 a.u.
- Relative energy (zero: lowest compared OMol25 entry of this formula, charge and spin): 0.00 kcal per mole

Repeat the third record exactly.
Here is 2 unconnected molecules or ions with the total composition C5H8S from the OMol25 dataset. Energies are from ωB97M-V with the def2-TZVPD basis set.

The geometry in XYZ format:
```
14
Properties=species:S:1:pos:R:3
C 1.03 1.04 0.09
C 2.03 0.38 0.00
C -2.47 0.35 0.64
C -2.04 0.91 -0.65
C 2.81 -0.90 -0.10
S -1.82 -0.97 -0.59
H 0.35 1.86 0.05
H -0.36 -0.85 -0.46
H -1.89 0.41 1.53
H -3.58 0.10 0.92
H -3.07 1.19 -1.21
H 3.87 -0.69 0.05
H 2.47 -1.47 0.84
H 2.65 -1.37 -1.11
```

Properties
- Lowest unoccupied orbital energy: 0.52 eV
- HOMO: -7.88 eV
- Electronic energy: -593.26852 a.u.
- Relative energy (zero: lowest compared OMol25 entry of this formula, charge and spin): 137.87 kcal per mole

Question: Among the records above, which one has the lowest electronic energy?
Answer: C24H23N5O3PSe2W

Copy entry 7 word for word.
Here is a gas-phase ion, C10H11BrN2O3PS3 (charge +1) from the OMol25 dataset. Energies are from ωB97M-V with the def2-TZVPD basis set.

The geometry in XYZ format:
```
31
Properties=species:S:1:pos:R:3
C 1.16 -3.15 3.48
C 0.47 -3.04 2.35
C -0.51 -2.71 1.09
C -0.01 -1.31 0.47
N -0.74 -0.45 -0.25
C -2.18 -0.48 -0.70
O -3.09 -1.12 0.22
O -3.43 -2.36 -0.24
C 0.02 0.78 -0.75
C -0.20 2.14 0.11
C -0.20 1.93 1.71
O -1.26 1.52 2.29
Br 1.44 2.27 2.83
N -0.35 0.84 -2.23
C -0.26 2.08 -2.69
S -0.39 3.64 -3.27
C 1.58 0.29 -0.87
P 2.91 1.56 -1.34
S 4.02 1.86 0.24
S 1.77 -0.72 0.69
H 1.64 -2.88 4.50
H -1.58 -2.70 1.52
H -0.31 -3.52 0.30
H -2.31 -0.93 -1.75
H -2.52 0.63 -0.78
H -2.65 -2.80 -0.65
H -1.24 2.59 -0.16
H 0.62 2.89 -0.20
H 1.57 -0.52 -1.71
H 2.30 2.75 -1.87
H 3.75 0.91 -2.34
```

Properties
- Lowest unoccupied orbital energy: -4.76 eV
- HOMO: -12.00 eV
- Charge: +1
- Electronic energy: -4832.18744 a.u.
- Relative energy (zero: lowest compared OMol25 entry of this formula, charge and spin): 115.24 kcal per mole